The following is a quantum chemistry calculation of a 8-piece molecular cluster, C26H61Cl2N6O10P overall in a non-equilibrium geometry, from OMol25.

Bonds (Å) are listed after each position.
Element x y z (Å)
1 C -24.03040 6.96150 1.91211  C2 1.526, H12 1.094, H13 1.082, H14 1.098
2 C -23.91519 8.37807 1.35703  C1 1.526, O3 1.463, H15 1.091, H16 1.088
3 O -25.26845 8.90833 1.52291  C2 1.463, P4 1.606
4 P -25.73567 10.23466 2.29861  O3 1.606, O5 1.478, O6 1.562, O9 1.616
5 O -25.09248 10.38604 3.62095  P4 1.478
6 O -27.29722 10.24340 2.27267  P4 1.562, C7 1.414
7 C -28.03346 9.40884 3.14473  O6 1.414, C8 1.516, H17 1.092, H18 1.098
8 C -29.48740 9.48017 2.72008  C7 1.516, H19 1.098, H20 1.091, H21 1.087
9 O -25.39193 11.42287 1.25815  P4 1.616, C10 1.430
10 C -24.13290 12.07486 1.44775  O9 1.430, C11 1.508, H22 1.096, H23 1.091
11 C -24.06315 13.34725 0.64204  C10 1.508, H24 1.094, H25 1.090, H26 1.089
12 H -23.44942 6.84507 2.83206  C1 1.094
13 H -25.00008 6.51630 2.09428  C1 1.082
14 H -23.42650 6.32248 1.25475  C1 1.098
15 H -23.17781 8.96086 1.91020  C2 1.091
16 H -23.69483 8.44400 0.29336  C2 1.088
17 H -27.68116 8.37627 3.18200  C7 1.092
18 H -28.06665 9.69294 4.20463  C7 1.098
19 H -29.46478 8.98540 1.73975  C8 1.098
20 H -30.10545 8.87026 3.38098  C8 1.091
21 H -30.01562 10.41003 2.52425  C8 1.087
22 H -24.12895 12.47702 2.46707  C10 1.096
23 H -23.35567 11.31952 1.32396  C10 1.091
24 H -23.28491 13.99469 1.05672  C11 1.094
25 H -23.82630 13.16065 -0.40516  C11 1.090
26 H -24.96997 13.93251 0.78984  C11 1.089
27 C -18.52776 17.24982 6.04241  N28 1.453, H32 1.086, H33 1.105, H34 1.089
28 N -18.02509 17.55327 4.71361  C27 1.453, C29 1.429, C30 1.352
29 C -16.99225 18.53818 4.63211  N28 1.429, H35 1.099, H36 1.091, H37 1.093
30 C -18.28955 16.70296 3.69615  N28 1.352, O31 1.211, H38 1.104
31 O -19.02592 15.74160 3.71100  C30 1.211
32 H -18.91927 16.23772 6.08116  C27 1.086
33 H -19.42457 17.87633 6.19470  C27 1.105
34 H -17.93596 17.71771 6.82711  C27 1.089
35 H -15.99686 18.27344 5.01656  C29 1.099
36 H -16.85161 18.79313 3.58081  C29 1.091
37 H -17.23257 19.38000 5.28711  C29 1.093
38 H -17.73646 17.03475 2.80054  C30 1.104
39 C -21.97275 13.80658 3.39707  N40 1.451, H44 1.096, H45 1.087, H46 1.093
40 N -22.21547 13.28362 4.72859  C39 1.451, C41 1.436, C42 1.375
41 C -23.41318 12.53458 4.98493  N40 1.436, H47 1.091, H48 1.094, H49 1.092
42 C -21.53485 13.84103 5.78542  N40 1.375, O43 1.212, H50 1.103
43 O -21.95105 13.84781 6.92376  C42 1.212
44 H -21.56159 13.00027 2.77867  C39 1.096
45 H -21.29563 14.65696 3.38232  C39 1.087
46 H -22.90496 14.12611 2.92476  C39 1.093
47 H -23.35223 11.99456 5.93083  C41 1.091
48 H -24.31814 13.14244 5.07465  C41 1.094
49 H -23.58249 11.72794 4.26824  C41 1.092
50 H -20.66110 14.38896 5.39426  C42 1.103
51 C -22.59912 19.71724 1.02833  N52 1.457, H56 1.088, H57 1.090, H58 1.092
52 N -22.14927 19.09196 2.26477  C51 1.457, C53 1.433, C54 1.328
53 C -21.08374 19.73927 2.97181  N52 1.433, H59 1.087, H60 1.096, H61 1.098
54 C -22.44936 17.82668 2.53646  N52 1.328, O55 1.227, H62 1.099
55 O -21.77191 17.04113 3.19213  C54 1.227
56 H -22.97464 20.71638 1.23785  C51 1.088
57 H -23.38919 19.09993 0.60172  C51 1.090
58 H -21.77973 19.71405 0.30644  C51 1.092
59 H -21.16466 20.80314 3.18204  C53 1.087
60 H -20.88522 19.31671 3.96334  C53 1.096
61 H -20.09175 19.47607 2.58075  C53 1.098
62 H -23.28201 17.41160 1.95096  C54 1.099
63 C -20.76612 11.72414 -0.08190  N64 1.465, H68 1.092, H69 1.092, H70 1.085
64 N -21.42033 10.86467 -1.07137  C63 1.465, C65 1.459, C66 1.346
65 C -22.28233 11.47910 -2.07590  N64 1.459, H71 1.090, H72 1.091, H73 1.090
66 C -21.02188 9.57994 -1.13098  N64 1.346, O67 1.218, H74 1.102
67 O -21.29907 8.81224 -2.03510  C66 1.218
68 H -19.81932 11.24563 0.17849  C63 1.092
69 H -21.24263 11.72873 0.90010  C63 1.092
70 H -20.38486 12.68485 -0.41213  C63 1.085
71 H -22.07659 11.10833 -3.07961  C65 1.090
72 H -23.35803 11.35371 -1.94076  C65 1.091
73 H -22.07274 12.54799 -2.04987  C65 1.090
74 H -20.52623 9.18332 -0.22961  C66 1.102
75 C -19.96561 15.58344 -5.93283  N76 1.434, H80 1.096, H81 1.094, H82 1.088
76 N -20.48393 15.08437 -4.69192  C75 1.434, C77 1.460, C78 1.342
77 C -19.64279 14.13593 -3.96767  N76 1.460, H83 1.091, H84 1.087, H85 1.093
78 C -21.59791 15.53679 -4.09685  N76 1.342, O79 1.218, H86 1.107
79 O -22.11124 15.09071 -3.08682  C78 1.218
80 H -19.84192 14.73433 -6.61461  C75 1.096
81 H -18.94054 15.96364 -5.89032  C75 1.094
82 H -20.60059 16.33042 -6.40364  C75 1.088
83 H -20.32095 13.48908 -3.40950  C77 1.091
84 H -19.06478 13.55202 -4.67945  C77 1.087
85 H -19.00388 14.54352 -3.18062  C77 1.093
86 H -21.95964 16.47307 -4.56314  C78 1.107
87 C -16.75826 8.63796 -0.72613  N88 1.464, H92 1.095, H93 1.089, H94 1.084
88 N -16.79208 10.10040 -0.79474  C87 1.464, C89 1.441, C90 1.342
89 C -17.22056 10.74116 0.42316  N88 1.441, H95 1.095, H96 1.089, H97 1.092
90 C -16.31924 10.80260 -1.83576  N88 1.342, O91 1.217, H98 1.106
91 O -15.88329 10.32353 -2.86567  C90 1.217
92 H -17.76142 8.39769 -0.35856  C87 1.095
93 H -16.06364 8.29974 0.04140  C87 1.089
94 H -16.67894 8.21846 -1.72259  C87 1.084
95 H -16.49265 10.63343 1.23396  C89 1.095
96 H -17.44066 11.80042 0.29937  C89 1.089
97 H -18.12387 10.26388 0.80986  C89 1.092
98 H -16.33626 11.88619 -1.61513  C90 1.106
99 Cl -18.59094 14.41086 0.30556  C100 1.804
100 C -20.11252 15.36117 0.49570  Cl99 1.804, C101 1.513, H103 1.090, H104 1.092
101 C -20.22426 16.56936 -0.40782  C100 1.513, Cl102 1.810, H105 1.089, H106 1.089
102 Cl -18.88622 17.75566 -0.12809  C101 1.810
103 H -20.25008 15.56529 1.55731  C100 1.090
104 H -20.94320 14.68805 0.27480  C100 1.092
105 H -21.07097 17.24633 -0.30607  C101 1.089
106 H -20.28324 16.31947 -1.46625  C101 1.089

Here are the Löwdin charges for atoms 1 to 99, given in e: -0.0667, -0.2134, -0.2046, 0.4245, -0.2322, -0.1421, -0.2839, -0.0787, -0.1689, -0.2822, -0.0497, 0.0740, 0.0770, 0.0747, 0.1095, 0.1138, 0.1230, 0.1214, 0.0786, 0.0787, 0.0791, 0.0748, 0.1016, 0.0462, 0.0626, 0.0942, -0.0292, -0.1920, -0.0773, -0.3406, 0.0015, 0.0836, 0.0912, 0.0879, 0.0912, 0.0858, 0.0887, 0.1208, -0.0617, -0.1752, -0.0709, -0.3209, 0.0151, 0.0830, 0.0451, 0.0679, 0.0941, 0.1034, 0.0454, 0.1191, -0.0426, -0.1851, -0.0608, -0.3376, 0.0067, 0.0897, 0.0857, 0.0842, 0.0925, 0.0845, 0.0830, 0.1372, -0.0610, -0.1510, -0.0371, -0.3624, 0.0141, 0.0452, 0.0692, 0.0317, 0.0905, 0.0883, 0.0583, 0.1323, -0.0677, -0.1859, -0.0253, -0.3513, -0.0036, 0.0910, 0.0917, 0.0877, 0.0685, 0.0937, 0.0869, 0.1381, -0.0200, -0.1918, -0.0802, -0.3521, 0.0107, 0.0771, 0.0932, 0.0914, 0.0955, 0.0423, 0.0699, 0.1332, 0.5836


The following is a quantum chemistry calculation of a 12-piece molecular cluster, C26H61F3N3O19PS3 overall in a non-equilibrium geometry, from OMol25.

Bonds (Å) are listed after each position.
Element x y z (Å)
1 H 0.80777 -1.81763 5.47809  N2 1.039
2 N 0.31031 -1.76815 4.56732  H1 1.039, C3 1.328
3 C 1.02215 -1.02799 3.72561  N2 1.328, C4 1.615, H46 1.140
4 C 0.38991 -0.85610 2.24995  C3 1.615, C5 1.605, H47 1.143, H48 1.164
5 C 0.71194 0.55588 1.55881  C4 1.605, P6 1.928, C8 1.616, S43 1.856
6 P 0.19248 1.90228 2.83794  C5 1.928, S7 1.964, H49 1.450, H50 1.435
7 S -1.42205 1.41927 3.84692  P6 1.964
8 C 0.04125 0.76349 0.10305  C5 1.616, C9 1.604, C19 1.629, C30 1.618
9 C 0.56134 -0.24804 -1.02829  C8 1.604, C10 1.603, H51 1.143, H52 1.159
10 C -0.07072 -1.72047 -0.99090  C9 1.603, C11 1.636, H53 1.156, H54 1.140
11 C 0.07029 -2.30486 -2.51200  C10 1.636, C12 1.635, H55 1.142, H56 1.142
12 C 1.64895 -2.58092 -2.83690  C11 1.635, C13 1.610, H57 1.150, H58 1.156
13 C 1.85137 -4.14072 -3.18074  C12 1.610, C14 1.606, H59 1.156, H60 1.142
14 C 1.82642 -5.10888 -1.89920  C13 1.606, C15 1.603, H61 1.148, H62 1.155
15 C 2.68062 -4.59184 -0.64514  C14 1.603, C16 1.612, H63 1.141, H64 1.158
16 C 4.26159 -4.44116 -0.91959  C15 1.612, C17 1.627, H65 1.156, H66 1.140
17 C 4.99609 -4.72075 0.50551  C16 1.627, C18 1.611, H67 1.157, H68 1.146
18 C 4.53696 -3.68954 1.65466  C17 1.611, H69 1.140, H70 1.158, H71 1.148
19 C -1.58303 0.75265 0.22657  C8 1.629, C20 1.606, H72 1.153, H73 1.157
20 C -2.32936 1.17336 -1.13129  C19 1.606, C21 1.618, H74 1.158, H75 1.140
21 C -3.81632 0.54494 -1.23625  C20 1.618, O22 1.271, N23 1.496
22 O -4.56052 0.69142 -0.21635  C21 1.271
23 N -4.28974 -0.18419 -2.45369  C21 1.496, C24 1.498, H76 1.030
24 C -4.51684 -1.59123 -1.99189  N23 1.498, C25 1.545, C29 1.567
25 C -5.70965 -2.05636 -1.12666  C24 1.545, C26 1.594, H77 1.139
26 C -5.77962 -3.59812 -0.72817  C25 1.594, C27 1.553, H78 1.147
27 C -4.70514 -4.64724 -1.12368  C26 1.553, C28 1.575, H79 1.137
28 C -3.49888 -4.15680 -2.01003  C27 1.575, C29 1.547, H80 1.151
29 C -3.46125 -2.66642 -2.42234  C24 1.567, C28 1.547, H81 1.138
30 C 0.41942 2.25679 -0.39090  C8 1.618, C31 1.603, H82 1.157, H83 1.157
31 C 1.94325 2.69284 -0.15204  C30 1.603, O32 1.468, S35 1.902, O42 1.437
32 O 2.10017 3.71521 0.89026  C31 1.468, N33 1.379
33 N 3.42653 3.88407 1.22594  O32 1.379, O34 1.183
34 O 3.77614 5.00344 1.07104  N33 1.183
35 S 2.48919 3.56086 -1.75378  C31 1.902, O36 1.522, O37 1.501, C38 1.876
36 O 2.24808 2.67221 -2.96584  S35 1.522
37 O 3.95034 3.90232 -1.76684  S35 1.501
38 C 1.54382 5.15747 -2.03315  S35 1.876, F39 1.428, F40 1.412, F41 1.415
39 F 2.37648 6.22029 -1.56690  C38 1.428
40 F 0.33648 5.26107 -1.30776  C38 1.412
41 F 1.29113 5.44121 -3.39576  C38 1.415
42 O 2.88004 1.61724 0.02581  C31 1.437, S43 1.687
43 S 2.55642 0.68384 1.39328  C5 1.856, O42 1.687, O44 1.522, O45 1.498
44 O 3.05306 -0.71636 1.06375  S43 1.522
45 O 3.27548 1.14540 2.62418  S43 1.498
46 H 1.99208 -0.54460 4.07889  C3 1.140
47 H 0.73705 -1.76970 1.65766  C4 1.143
48 H -0.76892 -0.93157 2.32900  C4 1.164
49 H 1.22127 2.11924 3.83658  P6 1.450
50 H -0.03475 3.18461 2.23569  P6 1.435
51 H 1.69713 -0.36848 -1.08154  C9 1.143
52 H 0.25404 0.20903 -2.04755  C9 1.159
53 H 0.52785 -2.47154 -0.34665  C10 1.156
54 H -1.18446 -1.76944 -0.75185  C10 1.140
55 H -0.38964 -1.53692 -3.22036  C11 1.142
56 H -0.47938 -3.30498 -2.54316  C11 1.142
57 H 1.90802 -1.94763 -3.76128  C12 1.150
58 H 2.31402 -2.22252 -1.96166  C12 1.156
59 H 1.01296 -4.51096 -3.88473  C13 1.156
60 H 2.84850 -4.25261 -3.72560  C13 1.142
61 H 0.76950 -5.34680 -1.51880  C14 1.148
62 H 2.28523 -6.11280 -2.23890  C14 1.155
63 H 2.32595 -3.60742 -0.19057  C15 1.141
64 H 2.56833 -5.38666 0.18945  C15 1.158
65 H 4.45591 -3.32355 -1.14027  C16 1.156
66 H 4.65529 -5.10744 -1.75703  C16 1.140
67 H 4.66197 -5.76638 0.87012  C17 1.157
68 H 6.13653 -4.63420 0.43096  C17 1.146
69 H 4.94667 -2.63686 1.50059  C18 1.140
70 H 4.98093 -4.06498 2.65644  C18 1.158
71 H 3.40197 -3.65429 1.82290  C18 1.148
72 H -1.97759 -0.27537 0.56944  C19 1.153
73 H -1.95215 1.49161 1.03705  C19 1.157
74 H -2.50464 2.31688 -1.07016  C20 1.158
75 H -1.73720 1.00171 -2.08967  C20 1.140
76 H -5.18378 0.20800 -2.78190  N23 1.030
77 H -6.49132 -1.27884 -0.84151  C25 1.139
78 H -6.68820 -3.93042 -0.11156  C26 1.147
79 H -4.80456 -5.72540 -0.77516  C27 1.137
80 H -2.66952 -4.88550 -2.33669  C28 1.151
81 H -2.61404 -2.30032 -3.08741  C29 1.138
82 H 0.15564 2.30001 -1.51675  C30 1.157
83 H -0.28070 3.03810 0.09767  C30 1.157
84 O 0.05789 7.85756 -4.26546  H85 0.966, H86 0.966
85 H -0.71178 7.70666 -3.70148  O84 0.966
86 H 0.71553 7.23036 -3.93651  O84 0.966
87 O -2.66867 -2.25212 1.84192  H88 0.966, H89 0.967
88 H -2.81840 -2.58730 2.73543  O87 0.966
89 H -3.40470 -1.64289 1.69405  O87 0.967
90 O -7.83242 -2.13394 0.92370  H91 0.964, H92 0.968
91 H -7.96984 -2.46720 1.81784  O90 0.964
92 H -8.58021 -1.53413 0.78814  O90 0.968
93 O 7.02958 4.63389 -2.17148  H94 0.965, H95 0.966
94 H 7.36124 3.72815 -2.18953  O93 0.965
95 H 6.07603 4.53141 -2.05897  O93 0.966
96 O -7.25147 2.36903 0.21921  H97 0.967, H98 0.964
97 H -6.36894 1.98410 0.30484  O96 0.967
98 H -7.48765 2.20841 -0.70196  O96 0.964
99 O 0.72873 2.50513 6.55320  H100 0.968, H101 0.965
100 H 0.32344 2.07008 5.78910  O99 0.968
101 H 1.56636 2.84476 6.21439  O99 0.965
102 O 6.75720 -2.40350 -0.13873  H103 0.965, H104 0.966
103 H 7.45911 -2.16071 0.47812  O102 0.965
104 H 6.12937 -1.67249 -0.07726  O102 0.966
105 O 0.08754 9.47672 -1.45826  H106 0.969, H107 0.966
106 H 0.39615 9.19405 -2.33196  O105 0.969
107 H 0.33917 8.74952 -0.87472  O105 0.966
108 O 0.38907 -2.72341 7.71042  H109 0.965, H110 0.965
109 H 0.52869 -2.08801 8.42359  O108 0.965
110 H -0.02549 -3.47742 8.14687  O108 0.965
111 O 2.87999 10.58136 -1.70329  H112 0.965, H113 0.968
112 H 3.21401 9.67654 -1.72010  O111 0.965
113 H 1.92426 10.47750 -1.58638  O111 0.968
114 O -10.57123 -1.78261 1.57435  H115 0.965, H116 0.965
115 H -10.70443 -2.11686 2.47006  O114 0.965
116 H -11.31399 -1.18137 1.43671  O114 0.965

Here are the Löwdin charges for atoms 1 to 99, given in e: 0.0306, 0.0934, -0.2179, -0.1777, -0.4884, 0.4780, 0.2348, -0.3523, -0.1239, -0.1558, -0.1895, -0.1843, -0.2087, -0.2069, -0.2294, -0.1928, -0.2580, -0.1401, -0.1304, -0.0755, -0.3010, 0.0269, 0.0383, -0.2115, 0.0080, -0.0485, -0.0619, -0.0603, -0.0251, -0.0900, -0.4589, -0.1045, 0.0031, 0.1377, 0.9166, -0.2945, -0.2886, -0.4151, 0.0591, 0.0792, 0.0840, -0.1796, 0.7784, -0.3053, -0.3099, 0.1186, 0.1190, 0.0899, -0.0025, 0.0026, 0.1115, 0.1221, 0.1034, 0.0972, 0.1015, 0.0884, 0.1133, 0.0959, 0.1134, 0.1056, 0.1042, 0.1144, 0.0764, 0.1153, 0.1014, 0.1129, 0.1055, 0.0907, 0.0453, 0.0810, 0.0649, 0.1003, 0.0933, 0.1342, 0.1125, 0.1192, 0.0835, 0.0765, 0.0840, 0.0882, 0.0732, 0.1284, 0.1304, -0.0441, 0.0447, 0.0052, -0.0636, 0.0537, 0.0391, -0.0798, 0.0422, 0.0251, -0.0605, 0.0357, -0.0090, -0.0645, -0.0007, 0.0279, -0.0790


Number 1: highest occupied orbital energy -8.492 eV, gap between HOMO and LUMO 8.8 eV. Number 2: highest occupied orbital energy -8.902 eV, gap between HOMO and LUMO 7.1 eV.